ORCA calculation (ωB97M-V/def2-TZVPD) on 2 unconnected molecules or ions with the total composition CH5BS in a non-equilibrium geometry.

```
! RIJCOSX wB97M-V def2-TZVPD def2/J DEFGRID3
* xyz 0 3
B 0.060 -0.963 0.082
C 0.635 0.455 -0.317
S -0.235 1.022 1.108
H -0.888 -1.526 -0.348
H 0.540 -1.705 0.790
H -0.197 1.067 -1.599
H 1.520 1.039 -0.466
H -1.435 0.610 0.749
*
```

Properties
Relative energy (zero: lowest compared OMol25 entry of this formula, charge and spin) = 225.88 kJ/mol
Electronic energy = -463.8630 a.u.
HOMO-LUMO gap (spin up / spin down) = 6.4 / 7.9 eV
LUMO level (spin up / spin down) = 0.018 / -0.100 Ha
⟨S²⟩ = 2.01

ORCA calculation (ωB97M-V/def2-TZVPD) on a gas-phase ion, C4H4BrO2 (charge -1) in a non-equilibrium geometry.

```
! RIJCOSX wB97M-V def2-TZVPD def2/J DEFGRID3
* xyz -1 1
C 0.092 0.930 -1.146
C 0.106 0.134 -0.043
C 1.586 -0.268 0.492
C -0.983 -0.647 0.509
O 1.585 -0.292 1.697
O 2.340 -0.386 -0.472
Br -3.026 0.293 0.636
H -0.725 1.429 -1.735
H 1.139 1.133 -1.376
H -0.861 -0.825 1.634
H -1.254 -1.501 -0.195
*
```

Properties
Relative energy (zero: lowest compared OMol25 entry of this formula, charge and spin) = 39.95 kJ/mol
Electronic energy = -2879.3333 a.u.
HOMO-LUMO gap = 7.8 eV
LUMO level = 0.120 Ha
SMILES string = C=C(CBr)C(=O)[O-]

ORCA calculation (ωB97M-V/def2-TZVPD) on a molecular structure, C21H16CrN9O2S2 in a non-equilibrium geometry.

```
! RIJCOSX wB97M-V def2-TZVPD def2/J DEFGRID3
* xyz 0 2
Cr -0.497 -0.532 0.191
C 3.371 -3.049 3.457
C 3.978 -2.201 2.540
C 3.231 -1.239 1.879
C 1.873 -1.131 2.138
C 1.258 -1.980 3.044
C 2.012 -2.935 3.710
N 1.095 -0.140 1.416
N 1.640 0.979 1.400
C 0.973 1.870 0.512
C 1.412 3.189 0.478
C 0.852 4.050 -0.450
C -0.101 3.562 -1.347
C -0.524 2.238 -1.295
C -0.007 1.359 -0.340
H 3.955 -3.805 3.967
H 5.035 -2.292 2.330
H 3.681 -0.580 1.149
H 0.203 -1.896 3.253
H 1.532 -3.591 4.424
H 2.191 3.512 1.160
H 1.174 5.081 -0.504
H -0.516 4.225 -2.096
H -1.276 1.894 -1.994
S 0.968 -1.485 -1.231
C 0.161 -1.332 -2.770
C 0.882 -1.533 -3.952
C 0.276 -1.411 -5.187
C 1.056 -1.615 -6.387
N 1.684 -1.771 -7.336
C -1.089 -1.083 -5.258
C -1.807 -0.888 -4.097
C -1.202 -1.003 -2.839
S -2.140 -0.764 -1.396
C -1.754 -0.939 -6.534
N -2.283 -0.826 -7.548
H 1.933 -1.787 -3.898
H -2.860 -0.642 -4.157
N -2.471 2.511 1.163
N -2.474 2.125 2.495
C -2.314 0.847 2.849
N -2.446 0.544 4.144
N -1.964 -0.026 1.885
N -2.000 -1.337 2.215
O -2.594 -1.821 3.159
O -1.342 -2.008 1.403
H -1.625 3.007 0.911
H -3.306 3.038 0.948
H -2.470 2.816 3.233
H -2.834 1.227 4.771
H -2.531 -0.431 4.391
*
```

Properties
Relative energy (zero: lowest compared OMol25 entry of this formula, charge and spin) = 13.17 kJ/mol
Electronic energy = -3293.8286 a.u.
HOMO-LUMO gap (spin up / spin down) = 6.5 / 6.5 eV
LUMO level (spin up / spin down) = -0.047 / -0.047 Ha
⟨S²⟩ = 0.81

ORCA calculation (ωB97M-V/def2-TZVPD) on 2 unconnected molecules or ions with the total composition C3H8OS in a non-equilibrium geometry.

```
! RIJCOSX wB97M-V def2-TZVPD def2/J DEFGRID3
* xyz 0 1
O 3.279 1.247 -0.059
C 2.281 0.857 -0.639
H 1.446 1.627 -0.993
H 2.244 -0.171 -1.044
C -0.681 -2.134 -0.310
C -1.560 -0.901 -0.336
S -1.532 0.575 0.799
H -0.084 -2.242 -1.325
H 0.221 -1.951 0.389
H -1.073 -3.060 -0.077
H -2.659 -1.063 -0.293
H -1.522 -0.381 -1.365
H -0.522 1.136 0.114
*
```

Properties
Relative energy (zero: lowest compared OMol25 entry of this formula, charge and spin) = 177.08 kJ/mol
Electronic energy = -592.4506 a.u.
HOMO-LUMO gap = 9.8 eV
LUMO level = 0.019 Ha
SMILES string = C=O.CCS

ORCA calculation (ωB97M-V/def2-TZVPD) on 12 unconnected molecules or ions with the total composition C108H76Cl10O14 in a non-equilibrium geometry.

```
! RIJCOSX wB97M-V def2-TZVPD def2/J DEFGRID3
* xyz 0 1
Cl -17.979 24.567 -17.165
C -16.838 25.440 -16.167
C -17.273 26.745 -15.517
Cl -15.860 27.212 -14.438
H -15.913 25.636 -16.710
H -16.777 24.710 -15.360
H -18.145 26.614 -14.876
H -17.391 27.561 -16.229
Cl -15.268 25.317 -28.098
C -14.006 24.280 -27.474
C -12.733 24.506 -28.299
Cl -11.362 23.493 -27.591
H -14.434 23.296 -27.281
H -13.896 24.717 -26.481
H -12.442 25.555 -28.344
H -12.807 24.139 -29.323
Cl -18.868 27.645 -35.484
C -20.459 28.509 -35.207
C -20.386 29.347 -34.059
Cl -22.024 30.012 -33.979
H -21.234 27.744 -35.171
H -20.606 29.069 -36.130
H -19.674 30.139 -34.289
H -20.188 28.725 -33.187
Cl -22.342 21.788 -25.249
C -23.346 22.349 -23.974
C -24.627 21.407 -23.764
Cl -25.699 22.223 -22.557
H -23.696 23.361 -24.173
H -22.724 22.699 -23.150
H -24.379 20.422 -23.369
H -25.224 21.527 -24.668
Cl -29.202 36.201 -29.298
C -29.009 34.516 -29.912
C -30.373 33.936 -30.343
Cl -30.194 32.241 -31.007
H -28.490 33.861 -29.212
H -28.359 34.633 -30.779
H -30.863 34.484 -31.148
H -31.085 33.879 -29.519
C -37.807 28.921 -6.705
C -37.556 30.183 -7.301
C -38.156 31.283 -6.815
C -39.117 31.220 -5.733
C -39.294 29.952 -5.089
C -38.670 28.833 -5.624
C -40.086 29.894 -3.837
O -40.470 28.803 -3.396
C -40.302 31.229 -3.096
C -40.653 31.166 -1.730
C -40.715 32.326 -0.993
C -40.458 33.510 -1.587
C -40.252 33.618 -2.979
C -40.145 32.460 -3.751
C -39.806 32.452 -5.248
O -40.004 33.342 -5.997
H -37.319 28.034 -7.080
H -36.900 30.209 -8.159
H -37.814 32.285 -7.028
H -38.798 27.860 -5.174
H -40.763 30.229 -1.205
H -40.821 32.229 0.077
H -40.369 34.398 -0.979
H -39.974 34.517 -3.507
C -46.208 34.186 -20.932
C -45.830 32.886 -21.305
C -44.577 32.327 -20.949
C -43.697 33.148 -20.199
C -44.093 34.415 -19.718
C -45.338 34.988 -20.175
C -43.324 35.189 -18.774
O -43.741 36.307 -18.348
C -42.146 34.469 -18.233
C -41.304 35.185 -17.316
C -40.141 34.611 -16.769
C -39.875 33.262 -16.937
C -40.616 32.582 -18.005
C -41.750 33.179 -18.637
C -42.431 32.520 -19.788
O -42.035 31.391 -20.111
H -47.219 34.547 -21.048
H -46.383 32.346 -22.059
H -44.269 31.332 -21.236
H -45.617 36.003 -19.931
H -41.565 36.173 -16.964
H -39.724 35.278 -16.029
H -38.991 32.817 -16.507
H -40.272 31.572 -18.169
C -35.806 25.581 -25.671
C -34.663 25.712 -26.470
C -33.784 24.658 -26.616
C -33.965 23.499 -25.848
C -35.083 23.403 -24.996
C -36.033 24.387 -25.003
C -35.248 22.169 -24.194
O -36.339 22.096 -23.612
C -34.155 21.151 -24.223
C -34.187 20.050 -23.348
C -33.290 19.018 -23.594
C -32.403 19.077 -24.654
C -32.244 20.177 -25.427
C -33.210 21.273 -25.256
C -33.052 22.346 -26.076
O -32.277 22.358 -27.025
H -36.574 26.341 -25.670
H -34.549 26.661 -26.973
H -32.845 24.817 -27.125
H -36.886 24.240 -24.356
H -34.952 19.825 -22.619
H -33.269 18.135 -22.972
H -31.683 18.326 -24.940
H -31.446 20.191 -26.153
C -39.369 38.423 -24.471
C -38.894 37.188 -24.925
C -37.740 36.697 -24.362
C -37.142 37.192 -23.230
C -37.748 38.411 -22.617
C -38.829 39.024 -23.293
C -37.110 38.997 -21.335
O -37.655 39.892 -20.731
C -35.868 38.247 -20.838
C -35.257 38.713 -19.714
C -34.093 38.125 -19.238
C -33.427 37.078 -19.827
C -34.089 36.576 -20.983
C -35.240 37.082 -21.548
C -35.787 36.538 -22.792
O -35.239 35.645 -23.434
H -40.160 38.835 -25.080
H -39.169 36.981 -25.949
H -37.296 35.936 -24.986
H -39.169 39.974 -22.908
H -35.693 39.510 -19.131
H -33.729 38.363 -18.250
H -32.568 36.547 -19.443
H -33.602 35.800 -21.555
C -22.723 28.891 -22.665
C -23.438 29.122 -23.872
C -24.809 29.238 -23.856
C -25.582 28.971 -22.714
C -24.842 28.735 -21.481
C -23.427 28.645 -21.496
C -25.518 28.507 -20.182
O -24.822 28.315 -19.192
C -27.043 28.742 -20.216
C -27.768 28.536 -18.996
C -29.180 28.837 -18.868
C -29.800 29.265 -20.068
C -29.193 29.356 -21.300
C -27.818 28.983 -21.408
C -27.138 29.032 -22.729
O -27.776 29.261 -23.732
H -21.690 28.581 -22.719
H -22.806 29.312 -24.727
H -25.404 29.480 -24.725
H -22.946 28.352 -20.575
H -27.169 28.330 -18.121
H -29.646 28.868 -17.894
H -30.810 29.647 -20.058
H -29.689 29.678 -22.204
C -27.248 34.296 -11.141
C -26.665 35.079 -10.152
C -26.775 34.625 -8.781
C -27.441 33.427 -8.519
C -28.075 32.726 -9.519
C -27.887 33.154 -10.878
C -28.800 31.478 -9.222
O -29.184 30.742 -10.142
C -28.885 30.961 -7.822
C -29.533 29.847 -7.373
C -29.437 29.345 -6.078
C -28.779 30.044 -5.078
C -28.091 31.228 -5.476
C -28.221 31.671 -6.784
C -27.486 32.989 -7.117
O -26.833 33.634 -6.295
H -27.139 34.795 -12.092
H -26.199 36.004 -10.458
H -26.344 35.052 -7.887
H -28.414 32.636 -11.666
H -30.098 29.192 -8.020
H -30.055 28.495 -5.830
H -28.645 29.556 -4.124
H -27.429 31.650 -4.734
C -21.357 38.196 -29.587
C -20.309 37.575 -30.345
C -19.624 38.296 -31.324
C -20.026 39.605 -31.668
C -21.015 40.274 -30.925
C -21.712 39.531 -29.965
C -21.394 41.687 -31.212
O -22.361 42.182 -30.694
C -20.581 42.432 -32.206
C -20.724 43.848 -32.395
C -19.905 44.578 -33.184
C -18.878 43.887 -33.964
C -18.741 42.531 -33.857
C -19.634 41.747 -33.006
C -19.288 40.278 -32.770
O -18.469 39.708 -33.545
H -21.768 37.671 -28.738
H -19.944 36.587 -30.110
H -18.920 37.751 -31.936
H -22.505 39.904 -29.333
H -21.170 44.383 -31.570
H -19.836 45.648 -33.055
H -18.209 44.493 -34.556
H -17.951 41.970 -34.332
*
```

Properties
Electronic energy = -9816.2586 a.u.
HOMO-LUMO gap = 8.2 eV
LUMO level = -0.050 Ha
SMILES string = O=C1c2ccccc2C(=O)c2ccccc21.O=C1c2ccccc2C(=O)c2ccccc21.O=C1c2ccccc2C(=O)c2ccccc21.O=C1c2ccccc2C(=O)c2ccccc21.O=C1c2ccccc2C(=O)c2ccccc21.O=C1c2ccccc2C(=O)c2ccccc21.O=C1c2ccccc2C(=O)c2ccccc21.ClCCCl.ClCCCl.ClCCCl.ClCCCl.ClCCCl

ORCA calculation (ωB97M-V/def2-TZVPD) on a molecular structure, C2H2IN3 in a non-equilibrium geometry.

```
! RIJCOSX wB97M-V def2-TZVPD def2/J DEFGRID3
* xyz 0 1
C 0.672 0.644 0.033
C -0.599 -0.077 -0.184
N -0.401 -1.405 -0.717
N 0.438 -1.730 0.148
N 0.226 -0.455 0.987
I -2.473 0.964 -0.011
H 1.386 0.345 -0.705
H 0.750 1.715 0.448
*
```

Properties
Relative energy (zero: lowest compared OMol25 entry of this formula, charge and spin) = 392.79 kJ/mol
Electronic energy = -539.2103 a.u.
HOMO-LUMO gap = 9.6 eV
LUMO level = -0.014 Ha

ORCA calculation (ωB97M-V/def2-TZVPD) on a single C4H8O2 molecule in a non-equilibrium geometry.

```
! RIJCOSX wB97M-V def2-TZVPD def2/J DEFGRID3
* xyz 0 1
C -2.377 0.182 0.157
O -1.241 -0.626 0.099
C -0.132 0.224 0.053
C 1.074 -0.615 -0.301
C 2.432 -0.111 -0.126
O 1.904 -1.081 0.761
H -3.239 -0.467 -0.026
H -2.477 0.663 1.142
H -2.220 1.008 -0.583
H 0.026 0.718 1.027
H -0.425 1.052 -0.663
H 0.889 -1.385 -1.051
H 2.569 0.875 0.316
H 3.217 -0.438 -0.805
*
```

Properties
Relative energy (zero: lowest compared OMol25 entry of this formula, charge and spin) = 268.54 kJ/mol
Electronic energy = -307.6101 a.u.
HOMO-LUMO gap = 11.1 eV
LUMO level = 0.039 Ha
SMILES string = COC[C@H]1CO1

ORCA calculation (ωB97M-V/def2-TZVPD) on a gas-phase ion, C5H8N (charge +1) in a non-equilibrium geometry.

```
! RIJCOSX wB97M-V def2-TZVPD def2/J DEFGRID3
* xyz 1 1
C -0.452 -0.515 -1.470
C 0.371 -0.939 -0.550
C -0.111 2.043 -0.136
C -1.259 1.179 0.483
C 1.366 -1.846 0.052
N -0.345 0.379 -0.354
H -0.960 -0.652 -2.391
H -0.395 2.673 -0.933
H 0.776 2.395 0.460
H -1.050 0.984 1.574
H -2.292 1.162 0.270
H 2.303 -1.405 0.308
H 1.514 -2.776 -0.465
H 0.900 -1.934 1.079
*
```

Properties
Relative energy (zero: lowest compared OMol25 entry of this formula, charge and spin) = 493.62 kJ/mol
Electronic energy = -249.6371 a.u.
HOMO-LUMO gap = 11.1 eV
LUMO level = -0.116 Ha
SMILES string = CC1=C[N+]12CC2

Q: What is the formula in the third record?
A: C21H16CrN9O2S2